Entry P
ORCA calculation (the ωB97M-V functional and the def2-TZVPD basis) on 2 unconnected molecules or ions with the total composition C2H3O3.

Atoms and positions in Å:
O (0.3208, 0.9000, -1.2616)
C (-0.8792, 0.5345, -1.2603)
O (-1.3746, -0.4887, -0.7447)
H (-1.5930, 1.2318, -1.7774)
O (0.8063, -1.4029, 2.0951)
C (0.8842, -0.5302, 1.2598)
H (1.6801, -0.5303, 0.4980)
H (0.1554, 0.2858, 1.1911)

- total charge = -1
- frontier orbital gap (eV) = 8.6
- LUMO energy (eV) = 4.32


Entry Q
ORCA calculation (the ωB97M-V functional and the def2-TZVPD basis) on a gas-phase ion, C2H3O3 (charge -1).

Atoms and positions in Å:
C (-0.1815, -1.5025, -0.2847)
C (0.1018, 1.0561, 0.1451)
O (-0.8239, -2.1761, -1.0743)
O (0.4639, -1.6253, 0.6746)
O (-0.4988, 0.1605, -0.6764)
H (0.1030, 2.0503, -0.3055)
H (1.1214, 0.9256, 0.3026)
H (-0.2861, 1.1114, 1.2186)

- total charge = -1
- frontier orbital gap (eV) = 8.9
- structure (SMILES) = COC(=O)[O-]
- LUMO energy (eV) = 4.51


Verdict on stability: entry Q comes out on top.


Entry P
ORCA calculation (the ωB97M-V functional and the def2-TZVPD basis) on 2 unconnected molecules or ions with the total composition C4H12NOS.

Atoms and positions in Å:
C (-0.1542, -1.1813, 0.5235)
N (0.7164, -0.0691, 0.1995)
C (0.0379, 1.2713, 0.0481)
C (-0.2650, 1.4658, -1.4013)
S (-1.4058, 2.8572, -1.7932)
C (0.9631, 2.3695, 0.6219)
H (0.1400, -1.6548, 1.4652)
H (-1.1698, -0.8784, 0.8493)
H (-0.3183, -1.8707, -0.2940)
H (1.4887, -0.0621, 0.8465)
H (-0.8030, 1.1814, 0.7412)
H (0.6722, 1.4698, -1.9809)
H (-0.7504, 0.6124, -1.8925)
H (1.0756, 2.1430, 1.6784)
H (0.3084, 3.2513, 0.6658)
H (1.7206, 2.5785, -0.1208)
H (-0.1595, -4.2442, 0.3974)
H (-1.2351, -4.4228, -0.6645)
O (-0.8618, -4.8169, 0.1102)

- total charge = -1
- frontier orbital gap (eV) = 5.4
- LUMO energy (eV) = 3.17


Entry Q
ORCA calculation (the ωB97M-V functional and the def2-TZVPD basis) on 2 unconnected molecules or ions with the total composition C4H12NOS.

Atoms and positions in Å:
N (1.1212, -1.6382, -1.7142)
C (-0.1315, -1.8858, -0.8844)
O (0.1266, -1.7788, 0.4191)
H (1.8552, -1.8968, -1.0589)
H (1.1976, -2.3324, -2.4551)
H (-0.8396, -1.1014, -1.2495)
H (-0.5306, -2.8814, -1.1989)
C (1.1424, 1.0501, 0.7493)
C (0.2468, 1.9273, -0.1084)
S (-1.3884, 2.2541, 0.6256)
C (-1.8249, 0.6262, 1.2589)
H (2.1562, 1.0519, 0.3454)
H (0.7144, 0.0252, 0.7069)
H (1.1846, 1.3910, 1.7869)
H (0.0920, 1.4285, -1.0613)
H (0.6386, 2.9286, -0.3063)
H (-2.9073, 0.5609, 1.2876)
H (-1.4404, -0.1649, 0.6176)
H (-1.4129, 0.4359, 2.2399)

- total charge = -1
- frontier orbital gap (eV) = 6.4
- LUMO energy (eV) = 3.40


Verdict on stability: entry P comes out on top.


Entry P
ORCA calculation (the ωB97M-V functional and the def2-TZVPD basis) on 3 unconnected molecules or ions with the total composition C6H9N3.

Atoms and positions in Å:
C (-19.4615, -19.3545, 8.5825)
C (-20.3384, -18.2985, 8.0335)
N (-21.0704, -17.4759, 7.6721)
H (-19.6783, -20.3603, 8.2228)
H (-19.3973, -19.2414, 9.6647)
H (-18.4784, -19.0498, 8.2236)
C (-21.3666, -15.4074, 10.9445)
C (-20.1886, -16.1332, 10.5864)
N (-19.2343, -16.7146, 10.3748)
H (-21.9100, -15.9029, 11.7490)
H (-22.0537, -15.4707, 10.1007)
H (-21.2600, -14.3478, 11.1772)
C (-19.4624, -22.8126, 5.5960)
C (-19.2341, -24.2580, 5.7582)
N (-19.0973, -25.4001, 5.8540)
H (-19.9399, -22.4643, 4.6802)
H (-18.5231, -22.2671, 5.6874)
H (-20.1428, -22.5814, 6.4156)

- total charge = 0
- frontier orbital gap (eV) = 12.0
- structure (SMILES) = CC#N.CC#N.CC#N
- LUMO energy (eV) = 0.47


Entry Q
ORCA calculation (the ωB97M-V functional and the def2-TZVPD basis) on 3 unconnected molecules or ions with the total composition C6H9N3.

Atoms and positions in Å:
C (-11.7408, -7.7001, -9.1647)
C (-12.0933, -6.5890, -8.2967)
N (-12.3727, -5.7294, -7.5963)
H (-12.6216, -8.3125, -9.3702)
H (-10.9854, -8.3252, -8.6939)
H (-11.3786, -7.3614, -10.1337)
C (-12.3353, -8.9783, -5.7058)
C (-13.7616, -8.7076, -5.8549)
N (-14.8807, -8.5093, -5.9847)
H (-12.1586, -9.2452, -4.6628)
H (-11.7752, -8.0671, -5.9067)
H (-12.0473, -9.8073, -6.3436)
C (-16.2261, -11.4146, -6.7140)
C (-15.1018, -11.9307, -5.9454)
N (-14.2144, -12.3149, -5.3248)
H (-15.9404, -10.4060, -7.0280)
H (-17.1197, -11.2999, -6.1083)
H (-16.3999, -12.0045, -7.6094)

- total charge = 0
- frontier orbital gap (eV) = 12.1
- structure (SMILES) = CC#N.CC#N.CC#N
- LUMO energy (eV) = 0.50


Entry R
ORCA calculation (the ωB97M-V functional and the def2-TZVPD basis) on C6H9N3 in the gas phase.

Atoms and positions in Å:
C (2.0084, 0.5244, -0.8416)
C (1.7833, -0.4276, 0.4310)
C (-0.6045, 0.1281, 1.0181)
C (-1.3724, 1.3274, 0.4219)
C (-1.8472, -1.3634, -0.3531)
C (-0.5803, -0.7362, -0.2600)
H (1.5217, -0.0559, -1.7689)
H (1.5339, 1.5169, -0.5760)
H (3.0116, 0.8784, -0.9484)
H (1.9272, 0.2316, 1.4956)
H (2.3800, -1.3535, 0.2759)
H (-1.2501, -0.1944, 1.8972)
H (-1.1051, 2.3304, 0.4053)
H (-2.2019, -2.3070, -0.4032)
H (-0.2952, -0.1711, -1.0152)
N (0.4777, -0.8436, 0.6704)
N (-2.5024, 0.9788, -0.2190)
N (-2.8846, -0.4632, -0.2301)

- total charge = 0
- frontier orbital gap (eV) = 9.5
- structure (SMILES) = CCN1[C@H]2C=NN=C[C@@H]21
- LUMO energy (eV) = 0.30


Entry S
ORCA calculation (the ωB97M-V functional and the def2-TZVPD basis) on 2 unconnected molecules or ions with the total composition C6H9N3.

Atoms and positions in Å:
C (0.3705, 0.0460, -2.2127)
C (-1.7729, -0.6588, 0.6429)
C (1.6474, -0.4319, 0.0124)
C (0.7963, -0.1360, -0.8240)
C (-0.9510, 0.6069, 0.4727)
N (2.4822, -0.7273, 0.9992)
N (-1.3467, 1.6847, -0.1067)
C (-0.0896, 0.7913, 1.7015)
N (0.5088, 0.9784, 2.6667)
H (3.3533, -1.1990, 0.7929)
H (2.5009, -0.0679, 1.7720)
H (-2.3466, 1.7173, -0.2956)
H (-0.3615, -0.7143, -2.4921)
H (-0.1090, 1.0233, -2.2987)
H (1.2195, 0.0095, -2.8942)
H (-2.3169, -0.6438, 1.5865)
H (-2.4804, -0.7578, -0.1797)
H (-1.1041, -1.5206, 0.6568)

- total charge = 0
- frontier orbital gap (eV) = 8.7
- structure (SMILES) = [H]/N=C(\C)C#N.CC#CN
- LUMO energy (eV) = 0.19


Verdict on stability: entry Q comes out on top.


Entry P
ORCA calculation (the ωB97M-V functional and the def2-TZVPD basis) on 3 unconnected molecules or ions with the total composition C6H9N3.

Atoms and positions in Å:
C (-1.3965, -1.5190, -1.6961)
C (-1.8316, -0.1263, -1.4131)
N (-2.2190, 0.8924, -1.0158)
H (-2.0217, -1.9141, -2.4614)
H (-1.4666, -2.0978, -0.7382)
H (-0.3583, -1.4745, -2.0523)
C (-0.3343, 0.4559, 2.3438)
C (0.9067, 1.1600, 2.5450)
N (1.9243, 1.6671, 2.6493)
H (-0.2078, -0.0026, 1.3241)
H (-1.2166, 1.0179, 2.4430)
H (-0.4911, -0.3500, 3.0204)
C (1.4603, 0.8487, -0.9171)
C (1.4236, -0.5363, -0.6675)
N (1.4695, -1.6615, -0.4186)
H (0.4633, 1.1561, -1.1953)
H (2.1589, 0.9684, -1.6755)
H (1.7369, 1.5157, -0.0749)

- total charge = 0
- frontier orbital gap (eV) = 12.3
- structure (SMILES) = CC#N.CC#N.CC#N
- LUMO energy (eV) = 0.61


Entry Q
ORCA calculation (the ωB97M-V functional and the def2-TZVPD basis) on C6H9N3 in the gas phase.

Atoms and positions in Å:
C (-1.7327, -0.3806, 0.9852)
C (0.1969, -0.9926, -2.1962)
N (-0.6817, -0.9560, 0.1465)
C (-0.0451, -0.2580, -0.9250)
C (1.1271, 1.1098, 0.8733)
C (0.8600, -0.1654, 0.2097)
N (1.5840, 1.1477, 2.0724)
C (0.7847, 2.3103, 0.1284)
N (0.6106, 3.3148, -0.4099)
H (-0.6685, -1.9876, 0.1612)
H (1.7014, 2.1037, 2.4073)
H (1.4515, -0.9971, 0.6103)
H (-1.5965, -0.6825, 2.0254)
H (-2.7070, -0.7210, 0.6275)
H (-1.6846, 0.7021, 0.8981)
H (0.5402, -2.0315, -2.0290)
H (-0.7058, -1.0353, -2.8089)
H (0.9656, -0.4806, -2.7764)

- total charge = 0
- frontier orbital gap (spin up / spin down) (eV) = 6.9 / 6.9
- LUMO energy (spin up / spin down) (eV) = -0.47 / -0.47


Verdict on stability: entry P comes out on top.


Entry P
ORCA calculation (the ωB97M-V functional and the def2-TZVPD basis) on a molecular structure, C2H11NO3.

Atoms and positions in Å:
C (-2.7520, -0.2371, 0.0342)
C (-1.0261, -0.8192, 0.6065)
N (-1.3534, 0.2569, -0.0408)
H (-3.1345, -0.3464, 1.0117)
H (-2.9746, -1.1474, -0.5736)
H (-3.3595, 0.6077, -0.3624)
H (-0.9337, -0.8253, 1.7517)
H (-0.4571, -1.6121, 0.0924)
H (0.1998, 2.6824, -0.1224)
H (-0.1131, 1.2026, 0.1815)
O (0.6609, 1.8738, 0.1761)
H (3.6415, 1.3901, 0.0240)
H (2.1895, 1.1127, -0.1117)
O (3.0200, 0.8597, -0.4621)
H (2.2796, -2.2594, -0.2465)
H (2.3662, -1.0469, -1.1464)
O (1.7462, -1.6921, -0.8122)

- total charge = 0
- frontier orbital gap (eV) = 7.8
- LUMO energy (eV) = -0.48


Entry Q
ORCA calculation (the ωB97M-V functional and the def2-TZVPD basis) on 4 unconnected molecules or ions with the total composition C2H11NO3.

Atoms and positions in Å:
C (-1.6475, -0.5920, -0.8765)
C (-2.1567, -0.5673, 0.3671)
N (-1.6149, 0.0421, 1.5058)
H (-0.6499, -0.2025, -1.0197)
H (-2.2806, -0.9240, -1.6786)
H (-3.2009, -0.8462, 0.4402)
H (-0.7968, 0.5768, 1.2596)
H (-2.3463, 0.5330, 1.9882)
H (1.8306, -1.3795, -0.3768)
H (0.5953, -1.7279, -1.0821)
O (1.2174, -2.1248, -0.4431)
H (2.8782, 1.1828, 0.4212)
H (3.5434, -0.2491, 0.6104)
O (3.2057, 0.3755, -0.0204)
H (-0.1604, 1.6787, -0.7122)
H (1.1551, 2.3399, -0.4004)
O (0.4283, 1.8845, 0.0174)

- total charge = 0
- frontier orbital gap (eV) = 8.8
- structure (SMILES) = C=CN.O.O.O
- LUMO energy (eV) = 0.37


Verdict on stability: entry Q comes out on top.


Entry P
ORCA calculation (the ωB97M-V functional and the def2-TZVPD basis) on 3 unconnected molecules or ions with the total composition C2H11NO3.

Atoms and positions in Å:
C (0.2058, 0.3176, 1.7000)
O (1.1940, -0.3972, 0.9156)
C (-1.0935, -0.5249, 1.7717)
N (-2.2608, 0.3459, 1.4658)
H (0.7417, 0.3236, 2.6379)
H (-0.0141, 1.2740, 1.2381)
H (0.8570, -0.4290, 0.0131)
H (-0.9941, -1.1772, 0.9147)
H (-1.1008, -1.0731, 2.7006)
H (-3.1109, -0.1938, 1.5485)
H (-2.1315, 0.5721, 0.4871)
H (-0.0013, -0.9837, -2.0825)
H (0.0768, 0.5011, -2.4533)
O (-0.5108, -0.1673, -2.0922)
H (2.4120, 1.0822, -3.4191)
H (3.2617, -0.0027, -2.7109)
O (2.4687, 0.5322, -2.6353)

- total charge = 0
- frontier orbital gap (eV) = 9.5
- structure (SMILES) = NCCO.O.O
- LUMO energy (eV) = 0.37


Entry Q
ORCA calculation (the ωB97M-V functional and the def2-TZVPD basis) on 4 unconnected molecules or ions with the total composition C2H11NO3.

Atoms and positions in Å:
C (1.6636, 2.6981, -0.0623)
C (0.9929, 3.0330, 1.0801)
N (0.0785, 1.5230, 0.9369)
H (2.7469, 2.6024, -0.1828)
H (1.0700, 2.7022, -0.9669)
H (1.5786, 2.9551, 1.9960)
H (0.4354, 1.1691, 1.8331)
H (-0.7471, 1.9608, 1.3591)
H (0.6339, -0.7218, -1.3602)
H (0.3125, 0.5730, -0.7684)
O (0.0083, -0.0047, -1.4940)
H (-1.6244, -2.3491, -0.4789)
H (-1.5261, -0.8741, -0.7853)
O (-2.0501, -1.5088, -0.2650)
H (-1.8320, -4.5025, 0.0795)
H (-0.7303, -5.0700, -0.5961)
O (-1.0106, -4.1857, -0.3251)

- total charge = 0
- frontier orbital gap (eV) = 9.2
- structure (SMILES) = C=CN.O.O.O
- LUMO energy (eV) = -0.14


Verdict on stability: entry P comes out on top.